1.
Below is a cluster of 7 separate species, C11H36O7 in total in a non-equilibrium geometry, with properties calculated with ωB97M-V/def2-TZVPD.

XYZ file:
```
54
Properties=species:S:1:pos:R:3
C 21.2675 -1.5349 -14.3365
C 21.1625 -3.0668 -14.1436
O 20.2988 -3.6449 -15.1754
H 21.3348 -1.0804 -13.3212
H 20.3429 -1.0576 -14.7627
H 22.1165 -1.2812 -15.0607
H 20.5988 -3.3278 -13.2026
H 22.1302 -3.4965 -14.1065
H 20.0805 -4.5102 -14.8667
C 17.8431 5.7057 -15.9042
C 16.7333 5.5458 -16.9584
O 15.5337 5.2626 -16.3784
H 18.7462 5.7126 -16.3841
H 17.8491 4.9147 -15.1257
H 17.7844 6.6245 -15.4034
H 17.0048 4.6010 -17.4218
H 16.6412 6.2034 -17.7469
H 15.0027 4.7669 -16.9752
C 16.8850 3.1556 -13.0837
C 16.8493 2.1206 -14.1519
O 17.6353 1.0020 -13.9525
H 16.6339 2.8500 -12.1307
H 16.3252 4.0817 -13.2197
H 17.9075 3.4622 -12.9967
H 17.2190 2.5934 -14.9935
H 15.8135 1.9054 -14.4977
H 17.4346 0.4304 -14.6658
C 21.4789 4.8549 -12.5841
C 20.4062 5.7183 -13.2349
O 20.8020 7.0846 -13.1753
H 21.6826 5.1681 -11.4952
H 22.4260 4.8550 -13.1248
H 21.1495 3.7952 -12.4869
H 19.4832 5.4638 -12.7682
H 20.1678 5.5003 -14.3333
H 20.0501 7.7047 -13.2135
C 18.1184 0.4357 -17.6664
O 18.1570 1.7754 -17.4043
H 17.9032 -0.1063 -16.7525
H 19.0429 -0.0350 -18.0679
H 17.2204 0.1847 -18.2833
H 17.2559 2.0284 -17.2795
C 19.8016 0.9512 -10.9186
O 20.9937 1.4408 -11.4261
H 19.6711 1.3201 -9.8990
H 19.7198 -0.1116 -10.9720
H 18.9826 1.2734 -11.5920
H 20.9289 1.5225 -12.3733
C 20.6518 2.3784 -15.1327
O 20.1780 1.8006 -13.9223
H 20.1445 3.3165 -15.3550
H 20.4690 1.8094 -16.0597
H 21.6867 2.6552 -14.9741
H 19.2649 1.5247 -13.9383
```

As for the net charge: 0. For the relative energy (zero: lowest compared OMol25 entry of this formula, charge and spin), the calculation gives 2.888 eV. As for the SMILES: CCO.CCO.CCO.CCO.CO.CO.CO.

---

2.
Below is a structure of composition C13H10CaFNOPSe2 in a non-equilibrium geometry, with properties calculated with ωB97M-V/def2-TZVPD.

XYZ file:
```
30
Properties=species:S:1:pos:R:3
Ca -0.8494 -2.3960 -3.1436
Se 1.1950 -2.7379 -0.8201
P 0.7406 -0.6373 -0.7396
Se 0.9255 0.3824 -2.7581
C 1.9936 0.1153 0.2634
C 1.9487 0.1155 1.6458
C 2.9638 0.7706 2.3715
C 4.0309 1.3215 1.6925
C 4.1315 1.1885 0.3029
C 3.0883 0.5908 -0.4408
C -0.8743 -0.0776 0.0599
C -0.9264 1.2127 0.5897
C -2.1237 1.7135 1.0498
C -3.3148 0.9406 1.0552
C -3.2181 -0.3275 0.5274
C -2.0125 -0.8363 0.1031
H 1.1791 -0.4618 2.1672
H 3.0295 0.6522 3.4471
H 4.7983 1.9112 2.2251
H 4.9441 1.6767 -0.2223
H 3.1709 0.4222 -1.5368
H -0.0260 1.8707 0.6825
H -2.1529 2.7830 1.4294
H -4.2297 1.2053 1.6447
H -4.1081 -0.9895 0.4810
H -1.9630 -1.8840 -0.0818
F -0.4861 -3.1917 -4.8770
O -4.8933 -1.2109 -2.8337
C -3.9883 -1.7821 -2.3246
N -2.9730 -2.3403 -1.9597
```

As for the net charge: -1. For the relative energy (zero: lowest compared OMol25 entry of this formula, charge and spin), the calculation gives 0.223 eV.

---

3.
Below is a cluster of 2 separate species, C6H14N2O2 in total in a non-equilibrium geometry, with properties calculated with ωB97M-V/def2-TZVPD.

XYZ file:
```
24
Properties=species:S:1:pos:R:3
C 1.4957 1.9154 -2.1268
N 2.2475 2.1315 -0.9082
C 3.3394 1.3598 -0.6090
C 4.0388 1.7713 0.6774
O 3.5987 0.3310 -1.1929
H 2.1062 1.7966 -3.0317
H 0.8853 1.0068 -2.1841
H 0.8598 2.7790 -2.3368
H 2.1553 3.0720 -0.5695
H 3.2768 1.9726 1.4292
H 4.6819 1.0082 1.1106
H 4.6282 2.6802 0.5624
C -3.7732 -0.7380 1.9557
N -3.1015 -1.8460 1.3427
C -2.5137 -1.7417 0.0425
C -1.8055 -3.0029 -0.3591
O -2.6329 -0.6849 -0.5241
H -3.9109 0.0895 1.2525
H -4.8270 -1.0270 2.0944
H -3.2544 -0.3696 2.8631
H -2.7740 -2.5939 1.9300
H -0.7508 -2.7338 -0.1678
H -2.0226 -3.9264 0.1714
H -1.9471 -3.2498 -1.4219
```

As for the net charge: 0. For the relative energy (zero: lowest compared OMol25 entry of this formula, charge and spin), the calculation gives 1.145 eV. As for the SMILES: CNC(C)=O.CNC(C)=O.

---

4.
Below is the molecule C4H6N2O2 in a non-equilibrium geometry, with properties calculated with ωB97M-V/def2-TZVPD.

XYZ file:
```
14
Properties=species:S:1:pos:R:3
H 0.7726 1.9595 -2.5992
N 1.4834 1.6365 -1.9457
C 1.0149 0.8276 -1.1176
N 1.8321 0.2650 -0.1168
O 1.0972 -0.8251 0.4542
C -0.2453 -0.4629 0.2091
C -1.0834 0.0894 1.2944
C -1.4144 -1.2210 0.6335
O -0.2144 0.3517 -0.9330
H 2.7235 -0.1449 -0.4224
H -0.7378 0.0225 2.3574
H -1.7857 0.9191 1.0853
H -1.2069 -2.1475 1.1294
H -2.2357 -1.2699 -0.0288
```

As for the net charge: 0. For the relative energy (zero: lowest compared OMol25 entry of this formula, charge and spin), the calculation gives 3.703 eV. As for the SMILES: [H]/N=C1/NOC2(CC2)O1.

---

5.
Below is a structure of composition C43H64N5O6SY, with properties calculated with ωB97M-V/def2-TZVPD.

XYZ file:
```
120
Properties=species:S:1:pos:R:3
Y 2.4307 0.4658 0.1481
C 5.8186 0.4348 1.2058
N 4.5722 1.0884 1.6134
C 4.7696 2.5492 1.5820
C 4.2295 0.6631 2.9772
C 2.8190 1.0546 3.3627
N 1.7704 0.3597 2.5898
C 1.7015 -1.0622 3.0266
C 0.8368 -1.9296 2.1610
C -0.4284 -2.2930 2.5961
C -1.2491 -3.0961 1.8225
C -0.6908 -3.5945 0.6507
C 0.5779 -3.2804 0.1705
C 1.3430 -2.3445 0.9105
O 2.4774 -1.7882 0.4814
C 1.0387 -4.0409 -1.0882
C -0.0364 -4.0228 -2.1879
C 2.3184 -3.5021 -1.7327
C 1.3040 -5.4992 -0.6767
C -2.6993 -3.4158 2.1760
C -3.6141 -2.8383 1.0850
C -2.9082 -4.9340 2.2633
C -3.1092 -2.7995 3.5144
C 0.4668 1.0284 2.8853
C -0.2348 1.8747 1.8437
C -1.6249 1.8715 1.9317
C -2.4132 2.6428 1.1008
C -1.7469 3.4687 0.1957
C -0.3686 3.4972 0.0465
C 0.4122 2.6342 0.8575
O 1.7196 2.4579 0.6474
C 0.2718 4.3593 -1.0465
C 1.4531 5.1752 -0.5005
C -0.7251 5.3602 -1.6413
C 0.7394 3.4433 -2.1897
C -3.9409 2.5976 1.1125
C -4.4796 1.6141 2.1524
C -4.5006 3.9908 1.4313
C -4.4494 2.1507 -0.2665
H 6.6436 0.7030 1.8794
H 6.0712 0.7452 0.1932
H 5.6896 -0.6483 1.2257
H 5.4734 2.8556 2.3668
H 3.8208 3.0659 1.7098
H 5.1805 2.8359 0.6180
H 4.9314 1.1078 3.6965
H 4.3605 -0.4175 3.0358
H 2.6824 2.1246 3.2095
H 2.6714 0.8593 4.4337
H 1.3407 -1.0930 4.0634
H 2.7147 -1.4606 3.0157
H -0.7676 -1.9214 3.5563
H -1.2943 -4.2755 0.0636
H -0.2887 -2.9982 -2.4699
H -0.9552 -4.5284 -1.8924
H 0.3427 -4.5385 -3.0742
H 2.1577 -2.4824 -2.0965
H 2.5736 -4.1294 -2.5921
H 3.1505 -3.5215 -1.0307
H 0.4050 -5.9548 -0.2575
H 2.0887 -5.5470 0.0821
H 1.6202 -6.0924 -1.5399
H -3.3758 -3.2508 0.1023
H -3.4991 -1.7524 1.0257
H -4.6622 -3.0609 1.3042
H -2.6765 -5.4280 1.3181
H -3.9484 -5.1608 2.5124
H -2.2673 -5.3669 3.0346
H -3.0203 -1.7103 3.4973
H -2.5020 -3.1834 4.3375
H -4.1526 -3.0435 3.7260
H 0.6164 1.6430 3.7813
H -0.2393 0.2528 3.1752
H -2.0840 1.2171 2.6646
H -2.3475 4.1010 -0.4451
H 1.1174 5.8229 0.3142
H 1.8641 5.8102 -1.2902
H 2.2399 4.5264 -0.1261
H -1.1538 6.0100 -0.8749
H -1.5396 4.8625 -2.1712
H -0.2028 5.9910 -2.3638
H 1.4845 2.7260 -1.8519
H 1.1898 4.0376 -2.9920
H -0.1091 2.8922 -2.6050
H -4.1763 1.8923 3.1643
H -4.1344 0.5961 1.9550
H -5.5712 1.6066 2.1213
H -4.1537 4.3268 2.4110
H -5.5939 3.9736 1.4396
H -4.1810 4.7267 0.6913
H -4.0954 1.1443 -0.5031
H -4.1049 2.8209 -1.0566
H -5.5434 2.1410 -0.2829
N 4.3232 -0.8745 -1.4020
N 4.4446 -0.3833 -2.7049
C 4.2856 0.9364 -2.9429
N 4.2324 1.2772 -4.2391
S 4.2065 2.1115 -1.7539
H 5.1494 -1.4107 -1.1648
H 3.5144 -1.4913 -1.3403
H 4.1815 -1.0185 -3.4465
H 4.2679 0.5973 -4.9791
H 4.0474 2.2381 -4.4635
O 0.2471 -0.0293 -0.3994
C 0.4527 -0.1399 -1.6366
O 1.6276 -0.0229 -2.1107
C -0.7122 -0.4195 -2.5174
C -0.5649 -0.4957 -3.8925
C -1.6532 -0.7754 -4.7211
C -2.8640 -0.9656 -4.1024
O -4.0660 -1.2664 -4.6746
C -5.0253 -1.2163 -3.6169
O -4.3128 -1.1525 -2.3881
C -3.0099 -0.8915 -2.7246
C -1.9562 -0.6231 -1.8985
H 0.4182 -0.3283 -4.3131
H -1.5566 -0.8403 -5.7960
H -5.6339 -2.1186 -3.6393
H -5.6441 -0.3218 -3.7321
H -2.0409 -0.5686 -0.8208
```

As for the net charge: 0.

---

6.
Below is the molecule C7H15BrSi in a non-equilibrium geometry, with properties calculated with ωB97M-V/def2-TZVPD.

XYZ file:
```
24
Properties=species:S:1:pos:R:3
C -2.1373 -1.5395 -0.8295
C -2.3117 -0.4606 0.1925
Br -4.0979 0.3751 -0.0334
C -1.8058 -0.5571 1.5456
C -1.2182 0.5354 0.5525
Si 0.5818 0.4786 -0.1307
C 1.6027 -0.9476 0.8176
C 1.1652 2.2317 0.4681
C 0.6790 0.3828 -2.1192
H -2.9297 -2.3086 -0.7516
H -1.2224 -1.9023 -0.6316
H -2.1413 -1.0928 -1.8417
H -1.0279 -1.3432 1.6948
H -2.3888 -0.2605 2.4958
H -1.5287 1.6325 0.5335
H 1.0090 -1.1841 1.7315
H 1.7170 -1.6884 0.1132
H 2.4679 -0.3175 1.0237
H 2.1098 2.7148 -0.0165
H 0.4402 3.0397 0.2451
H 1.4414 2.4269 1.5700
H -0.2199 0.8884 -2.3568
H 1.5213 1.0453 -2.2805
H 0.9304 -0.6251 -2.4990
```

As for the net charge: 0. For the relative energy (zero: lowest compared OMol25 entry of this formula, charge and spin), the calculation gives 0.398 eV. As for the SMILES: C[C@@]1(Br)C[C@H]1[Si](C)(C)C.

---

Computed values of Kohn-Sham gap (unit: eV) for the preceding records, in sequence: 9.500; 7.683; 10.184; 10.147; 7.133; 10.263.